Molecular formula: C52H143N13O13
Method: DFT, ωB97M-V/def2-TZVPD

```
221
Properties=species:S:1:pos:R:3:forces:R:3:mulliken_charge:R:1
C 1.797 -0.589 0.490 -1.64 0.88 -0.27 -1.259
C 1.186 0.513 -0.462 0.50 -1.94 -1.07 0.383
C -0.244 0.269 -1.033 0.77 -1.25 0.29 -0.712
O -0.318 -0.966 -1.809 1.47 1.58 0.58 -0.320
C -1.477 -1.649 -1.620 -2.16 -1.36 -0.29 -0.796
N 1.267 1.805 0.147 0.24 0.47 0.13 -0.683
H 1.825 -1.605 0.098 -0.02 0.22 -0.40 0.277
H 1.081 -0.609 1.312 0.32 -0.19 0.59 0.284
H 2.786 -0.286 0.832 -0.18 0.07 -0.02 0.312
H 1.831 0.476 -1.340 0.15 0.42 -0.16 0.294
H -0.523 1.124 -1.650 0.03 0.01 -0.26 0.317
H -0.947 0.239 -0.200 -0.22 -0.21 0.16 0.406
H -1.590 -2.538 -2.241 0.91 -0.09 -0.43 0.291
H -2.367 -1.107 -1.941 -0.21 0.61 0.33 0.316
H -1.644 -2.067 -0.628 0.16 0.44 0.55 0.333
H 0.514 1.933 0.808 -0.09 0.08 0.21 0.271
H 1.170 2.514 -0.566 -0.02 0.24 0.06 0.284
C -0.682 -1.471 6.556 0.53 -0.49 0.90 -1.439
C -0.641 -2.930 6.205 0.57 -1.27 -0.51 0.303
C -0.190 -3.927 7.267 0.88 0.61 1.13 -0.643
O -0.330 -5.305 6.934 0.24 0.06 -1.34 -0.274
C 0.207 -6.204 7.877 0.39 0.51 0.84 -0.754
N -1.978 -3.294 5.916 -1.59 -0.21 -0.60 -0.783
H -1.203 -1.064 5.689 0.52 0.80 0.23 0.399
H 0.299 -1.107 6.861 0.07 0.48 -0.76 0.364
H -1.280 -1.306 7.453 -0.42 -0.09 0.00 0.319
H -0.110 -3.054 5.260 0.65 -0.07 0.12 0.356
H -0.832 -3.760 8.131 -0.18 0.25 0.39 0.301
H 0.811 -3.636 7.586 0.54 -0.58 0.07 0.374
H 1.255 -5.979 8.078 0.14 0.32 0.18 0.287
H 0.235 -7.263 7.619 -0.62 0.24 -0.89 0.264
H -0.364 -6.130 8.802 0.05 0.03 0.31 0.311
H -2.408 -3.087 6.806 -1.07 -0.31 0.03 0.292
H -1.941 -4.299 5.828 -0.68 -0.30 -0.12 0.318
C 11.027 -5.704 -3.590 -0.52 -1.16 -0.17 -1.391
C 11.082 -4.245 -3.346 -0.41 0.62 0.02 0.422
C 9.821 -3.892 -2.562 1.03 0.42 0.63 -0.733
O 8.733 -3.815 -3.450 1.33 1.22 -0.48 -0.339
C 7.629 -4.374 -2.879 -1.12 -1.22 0.18 -0.718
N 12.272 -3.881 -2.626 0.48 0.73 0.92 -0.675
H 10.871 -6.202 -2.633 0.22 -0.12 0.24 0.348
H 11.941 -6.121 -4.013 -0.25 0.03 -0.45 0.367
H 10.107 -5.912 -4.136 0.26 -0.40 -0.51 0.330
H 10.927 -3.667 -4.257 0.69 0.03 -0.23 0.352
H 9.998 -2.997 -1.965 -0.23 0.66 -0.41 0.379
H 9.688 -4.634 -1.775 -0.41 -0.52 -0.09 0.317
H 6.768 -4.350 -3.547 0.11 0.28 -0.12 0.244
H 7.367 -3.902 -1.932 -0.13 -0.06 0.20 0.290
H 7.907 -5.420 -2.751 -0.66 -0.44 0.62 0.340
H 13.136 -3.730 -3.126 -0.36 -0.03 -0.49 0.236
H 12.478 -4.576 -1.923 -0.02 -0.04 0.14 0.230
C -10.535 -8.589 -6.142 1.54 1.17 -0.10 -1.328
C -9.463 -7.526 -5.709 0.65 1.19 -0.05 0.494
C -7.967 -7.986 -5.665 -1.00 -1.69 -0.06 -0.631
O -7.255 -7.502 -4.568 -0.76 1.38 0.39 -0.290
C -6.020 -8.083 -4.299 0.37 -0.71 -0.67 -0.775
N -9.493 -6.247 -6.465 -0.96 -0.31 -0.53 -0.741
H -10.297 -9.077 -7.087 0.13 -0.39 0.21 0.314
H -11.507 -8.114 -6.279 0.09 0.06 0.34 0.342
H -10.492 -9.209 -5.246 -0.56 -0.77 -0.58 0.357
H -9.833 -7.346 -4.700 0.62 0.58 0.20 0.225
H -7.514 -7.713 -6.618 0.26 0.26 -0.12 0.241
H -7.918 -9.074 -5.631 -0.12 -0.49 0.01 0.393
H -6.120 -9.065 -3.835 -0.20 0.02 0.74 0.310
H -5.421 -7.380 -3.721 -0.11 -0.25 0.10 0.241
H -5.481 -8.366 -5.203 0.23 0.52 -0.46 0.343
H -8.945 -5.470 -6.124 0.04 -0.27 0.92 0.263
H -9.082 -6.390 -7.377 -0.21 -0.29 -0.33 0.242
C 1.711 8.285 9.319 1.85 -0.96 -1.78 -1.438
C 0.693 8.015 8.197 0.76 -2.69 0.69 0.511
C 0.595 6.509 7.664 0.93 1.22 -0.18 -0.663
O 1.902 6.032 7.432 0.49 -0.07 0.60 -0.372
C 2.283 5.874 6.089 0.68 -0.84 0.14 -0.731
N -0.543 8.402 8.763 -2.14 1.89 -0.38 -0.709
H 1.920 9.355 9.327 -0.56 0.16 0.67 0.421
H 2.681 7.910 8.993 0.27 -0.35 0.15 0.336
H 1.487 7.802 10.271 -0.28 0.38 -0.02 0.338
H 1.024 8.545 7.304 -0.50 0.64 0.07 0.146
H 0.165 6.397 6.669 -1.12 0.69 0.26 0.389
H 0.054 5.879 8.370 0.15 -0.14 0.17 0.313
H 3.306 5.505 6.169 0.07 0.07 -0.30 0.255
H 2.286 6.747 5.436 -0.20 0.50 0.36 0.312
H 1.712 5.097 5.581 -0.30 -0.14 0.01 0.333
H -0.970 7.823 9.472 0.39 -0.89 -0.32 0.260
H -0.320 9.224 9.307 -0.48 0.53 -0.13 0.299
C 6.105 -4.598 6.666 -0.28 -1.68 -0.36 -1.444
C 6.966 -3.588 6.015 1.10 -0.59 -1.15 0.544
C 7.382 -3.907 4.500 -0.64 -0.44 0.28 -0.713
O 7.919 -5.204 4.206 0.00 0.23 0.62 -0.350
C 9.130 -5.503 4.882 -0.03 -0.13 -0.54 -0.676
N 6.290 -2.303 6.108 1.01 0.34 -0.13 -0.723
H 6.557 -5.575 6.494 -0.21 -0.28 -0.20 0.306
H 5.103 -4.592 6.237 -0.13 -0.06 0.29 0.380
H 6.121 -4.525 7.753 -0.37 0.47 0.01 0.406
H 7.880 -3.680 6.603 0.56 0.70 -0.02 0.218
H 8.090 -3.198 4.070 0.12 0.57 0.50 0.389
H 6.501 -3.860 3.860 -0.22 0.11 0.20 0.314
H 8.944 -5.518 5.956 0.45 -0.24 0.05 0.252
H 9.971 -4.863 4.616 -0.20 0.95 0.21 0.300
H 9.527 -6.436 4.481 -0.63 -0.48 0.39 0.250
H 6.996 -1.617 5.883 -0.01 0.57 -0.51 0.268
H 6.187 -2.128 7.097 -0.52 -0.02 0.35 0.280
C -1.010 -6.892 1.257 0.57 0.90 -2.52 -1.334
C 0.107 -7.829 0.816 -0.87 -1.65 1.29 0.404
C 1.224 -7.377 -0.151 -2.11 -1.29 0.33 -0.746
O 0.516 -7.168 -1.382 0.94 1.62 0.36 -0.270
C 1.197 -6.276 -2.261 -0.47 -0.29 -0.44 -0.712
N 0.717 -8.227 2.067 2.04 -0.79 -0.68 -0.684
H -1.226 -6.457 0.281 -1.25 0.62 0.18 0.368
H -0.640 -6.100 1.908 0.04 -0.06 0.08 0.283
H -1.857 -7.406 1.710 0.14 -0.03 -0.19 0.352
H -0.326 -8.719 0.361 -0.27 0.04 -0.27 0.203
H 1.905 -8.215 -0.301 0.17 -0.08 0.20 0.338
H 1.781 -6.598 0.369 0.01 0.98 -0.86 0.407
H 0.537 -5.980 -3.076 -0.30 -0.37 0.03 0.256
H 2.036 -6.800 -2.720 0.39 0.25 0.11 0.302
H 1.468 -5.322 -1.808 0.36 -0.18 0.41 0.260
H 1.335 -7.429 2.097 0.42 -0.11 1.97 0.289
H 0.057 -8.291 2.829 0.19 0.46 0.01 0.286
C 10.927 4.463 -2.615 -1.15 -0.87 1.62 -1.191
C 10.855 3.046 -1.950 -0.49 0.39 -2.63 0.450
C 9.453 2.618 -1.445 1.32 0.54 0.25 -0.676
O 8.997 3.415 -0.372 -0.47 0.22 0.38 -0.340
C 7.737 2.937 0.119 0.47 0.04 -0.71 -0.680
N 11.234 2.167 -3.073 0.78 -0.85 0.75 -0.626
H 10.100 4.996 -2.144 0.47 0.80 0.25 0.295
H 10.649 4.450 -3.668 0.53 -0.17 -0.06 0.371
H 11.923 4.833 -2.372 -0.33 0.56 -0.52 0.273
H 11.630 3.022 -1.183 -0.26 -0.33 0.20 0.292
H 9.588 1.594 -1.098 -0.32 -0.39 -0.05 0.364
H 8.791 2.649 -2.310 -0.35 -0.04 -0.04 0.258
H 7.388 3.452 1.014 0.62 0.11 0.05 0.249
H 7.845 1.868 0.301 -0.31 -0.14 0.20 0.302
H 6.973 3.109 -0.639 -0.17 -0.20 -0.19 0.277
H 10.894 2.357 -4.005 -0.29 0.33 0.43 0.195
H 11.201 1.175 -2.887 -0.04 0.00 0.06 0.187
C -9.348 2.343 0.138 0.25 1.68 0.13 -1.342
C -8.045 2.803 -0.554 -0.43 -1.89 2.00 0.364
C -6.824 2.492 0.394 0.11 1.19 -0.17 -0.715
O -6.834 3.387 1.565 0.33 -1.16 -1.01 -0.321
C -5.790 3.274 2.548 -0.20 -0.82 -0.52 -0.744
N -7.979 2.031 -1.798 1.08 1.07 -0.40 -0.720
H -10.214 2.473 -0.512 0.15 0.14 -0.20 0.389
H -9.411 3.100 0.921 -0.67 -0.55 0.73 0.334
H -9.397 1.312 0.488 0.53 0.12 0.14 0.278
H -8.081 3.885 -0.682 -0.03 -0.04 -0.34 0.338
H -5.892 2.638 -0.151 0.23 0.58 -0.23 0.388
H -6.782 1.415 0.557 -0.51 -0.20 0.97 0.366
H -5.723 4.243 3.043 -0.21 -0.34 0.23 0.246
H -4.786 2.986 2.238 0.20 0.57 -1.23 0.296
H -5.942 2.408 3.192 -0.83 0.32 0.68 0.307
H -7.745 2.746 -2.471 -0.18 -0.10 -0.82 0.278
H -7.118 1.503 -1.787 0.19 -0.57 0.01 0.258
C -12.753 -6.350 -0.224 0.28 -1.49 -1.33 -1.396
C -11.751 -5.750 0.706 -0.82 0.89 1.05 0.479
C -10.281 -5.925 0.305 1.46 1.28 0.57 -0.662
O -9.368 -5.448 1.331 -0.43 -0.16 0.28 -0.351
C -7.958 -5.376 0.994 -1.90 -0.60 1.06 -0.703
N -12.217 -4.367 0.819 0.45 0.66 0.64 -0.675
H -12.377 -6.266 -1.244 -0.16 -0.18 -0.32 0.279
H -13.740 -5.886 -0.208 0.30 0.11 0.39 0.406
H -12.861 -7.404 0.030 -0.11 -0.21 -0.42 0.329
H -11.998 -6.212 1.662 0.66 0.09 0.35 0.337
H -10.087 -5.202 -0.487 -0.30 -0.32 -0.88 0.269
H -9.923 -6.916 0.027 -0.59 -0.29 -0.23 0.408
H -7.556 -6.388 0.943 0.13 -0.10 -0.62 0.298
H -7.547 -4.972 1.920 0.31 0.49 -0.43 0.243
H -7.812 -4.775 0.097 0.32 -0.02 0.05 0.289
H -11.893 -3.879 1.641 0.32 -0.10 0.05 0.232
H -11.967 -3.799 0.022 0.08 -0.05 -0.22 0.218
C -2.642 8.138 -1.077 1.03 0.17 -0.97 -1.444
C -2.372 9.412 -0.272 -1.21 -0.34 1.41 0.453
C -3.345 10.587 -0.642 -0.31 -0.87 0.05 -0.697
O -2.806 11.845 -0.396 0.95 0.26 0.03 -0.369
C -3.730 12.889 -0.225 0.16 0.32 -0.22 -0.746
N -2.560 8.945 1.139 0.10 0.11 -0.14 -0.718
H -2.219 8.166 -2.082 -0.27 0.59 -0.36 0.377
H -3.696 7.884 -1.190 0.01 -0.09 0.36 0.338
H -2.032 7.333 -0.669 -0.57 -0.12 0.53 0.402
H -1.315 9.675 -0.322 -0.16 0.38 -0.42 0.352
H -4.282 10.503 -0.091 -0.04 -0.45 0.72 0.352
H -3.744 10.486 -1.651 0.58 0.13 -0.74 0.368
H -4.586 12.793 -0.893 -0.20 -0.12 0.01 0.341
H -3.233 13.824 -0.482 0.11 -0.05 -0.03 0.250
H -4.054 12.985 0.812 -0.23 -0.25 0.13 0.286
H -2.321 9.590 1.878 0.20 0.44 -0.29 0.231
H -3.529 8.705 1.295 -0.17 -0.13 -0.08 0.225
C 5.902 8.796 -1.783 -0.34 -0.24 0.08 -1.302
C 4.879 8.152 -2.781 1.10 1.65 0.74 0.247
C 5.069 8.791 -4.197 -0.23 -0.10 0.49 -0.848
O 6.362 8.477 -4.736 -0.53 -0.51 2.48 -0.247
C 6.475 8.569 -6.084 -0.93 -0.46 -1.96 -0.820
N 5.039 6.720 -2.845 0.62 -0.14 -1.27 -0.678
H 6.928 8.813 -2.149 -0.11 -0.01 -0.55 0.291
H 5.989 8.197 -0.876 -0.39 0.01 0.19 0.382
H 5.643 9.817 -1.503 -0.10 0.03 -0.04 0.345
H 3.853 8.338 -2.465 0.00 0.42 0.02 0.356
H 4.980 9.872 -4.299 0.06 0.40 1.00 0.476
H 4.145 8.494 -4.693 0.50 -0.98 -1.21 0.385
H 5.784 7.846 -6.517 -0.08 -0.23 -0.52 0.348
H 7.469 8.319 -6.454 0.12 0.15 0.44 0.225
H 6.160 9.532 -6.485 0.18 0.46 0.03 0.301
H 4.926 6.212 -1.979 -0.14 0.45 0.26 0.252
H 6.015 6.663 -3.100 0.27 -0.91 -0.20 0.289
C -4.220 3.285 -5.732 -0.61 -0.42 0.84 -1.446
C -4.079 2.490 -6.999 1.32 -0.46 0.35 0.703
C -5.062 1.307 -7.186 -0.53 0.05 -0.01 -0.697
O -4.878 0.298 -6.214 1.17 1.20 1.19 -0.220
C -5.465 -0.943 -6.357 0.59 -1.05 -0.95 -0.820
N -4.057 3.441 -8.091 -0.90 -0.09 -0.78 -0.758
H -3.887 2.686 -4.884 -0.39 -0.08 0.14 0.284
H -5.268 3.569 -5.635 -0.03 0.13 0.36 0.300
H -3.614 4.190 -5.684 0.07 0.01 -0.42 0.458
H -3.079 2.057 -6.975 0.15 -0.67 0.30 0.189
H -4.915 0.899 -8.186 0.07 -0.11 -0.28 0.293
H -6.106 1.608 -7.103 -0.17 0.53 -0.26 0.328
H -5.083 -1.628 -5.600 -0.27 0.48 0.63 0.261
H -5.050 -1.436 -7.236 -0.34 0.01 -0.74 0.319
H -6.554 -0.976 -6.396 -0.14 0.27 0.09 0.302
H -3.456 4.204 -7.815 0.01 0.07 -0.17 0.241
H -3.647 3.000 -8.902 0.00 0.15 -0.27 0.259
```
Forces are in eV/Å.

DFT total energy = -3756.38467 hartree
HOMO-LUMO gap = 8.91 eV
HOMO energy = -8.7871 eV

Molecular formula: C3H5N2
Method: DFT, ωB97M-V/def2-TZVPD

```
10
Properties=species:S:1:pos:R:3:forces:R:3:mulliken_charge:R:1
C -1.238 1.314 0.503 0.46 -0.66 0.23 0.088
C 1.836 -0.717 -0.492 2.37 -0.47 1.70 -0.232
C -2.523 -0.459 -0.490 -0.23 -0.61 -0.66 0.048
N -1.892 0.406 0.140 0.07 0.84 0.11 0.003
N 1.717 0.139 0.400 -2.66 1.66 -0.29 -0.391
H 1.000 -0.911 -1.026 -2.43 -1.07 -2.05 0.210
H 2.725 -1.325 -0.569 0.35 -0.07 -0.66 0.250
H -3.516 -0.860 -0.383 -0.21 -0.18 0.19 0.368
H -0.629 1.993 1.049 0.27 0.49 0.12 0.424
H 2.519 0.419 0.868 2.01 0.07 1.31 0.233
```
Forces are in eV/Å.

DFT total energy = -226.30531 hartree
HOMO-LUMO gap (spin up / spin down) = 5.95 / 6.18 eV
Charge = +1
HOMO energy (spin up / spin down) = -13.8487 / -13.9308 eV

F_max across the listed records, respectively: 0.0561, 0.0652 Eh/bohr.